One molecule with the formula C14H22NO2P, computed with the ωB97M-V functional and the def2-TZVPD basis.

Results
- energy relative to the best compared isomer or geometry (same formula, charge and spin) (eV) = 12.376
- SMILES string = CCP(CC)C1=CC(=O)C=C(CCCCN)C1=O
- DFT total energy (eV) = -29738.598
- gap between HOMO and LUMO (eV) = 6.3
- LUMO level (eV) = -1.7
- 2S+1 = 1
- highest occupied orbital energy (eV) = -7.935

The geometry in XYZ format:
```
40
C14H22NO2P | the OMol25 dataset | the ωB97M-V functional and the def2-TZVPD basis
P 2.4845 1.2646 -0.1315
O -0.5741 2.4193 4.2999
O -0.6529 2.4125 -1.1768
N -1.4608 -3.5472 0.4502
C -1.9693 1.2671 2.3563
C -2.9548 -0.2044 -1.2288
C -0.6118 1.8404 3.0968
C 4.3055 -0.3699 1.3730
C 2.4082 1.6402 -2.0023
C -0.6407 1.8106 0.0151
C -3.3204 0.6281 0.1361
C 3.1368 -0.5236 0.2112
C -2.5673 -1.7807 -1.0005
C 0.8135 1.6100 2.2528
C -1.3605 -2.0536 0.0749
C -1.9568 1.2594 0.8389
C 0.8276 1.5844 0.7625
C 1.4607 0.5799 -2.8429
H 2.1928 -0.1023 -3.4902
H -1.4585 -1.4738 1.0905
H 0.8449 -0.0221 -2.0494
H -2.1556 0.3907 -1.8858
H 0.7278 1.2138 -3.5002
H 2.1038 2.7602 -2.2317
H -4.1577 1.4607 -0.0393
H 4.7343 -1.4387 1.5912
H -3.4769 -2.4666 -0.7170
H 1.8214 1.4188 2.8441
H 3.8774 0.0508 2.3979
H -3.9469 -0.2006 -1.8929
H -1.5673 -4.1245 -0.4166
H 2.2573 -1.2178 0.5973
H -2.1693 -2.1808 -2.0523
H -0.2818 -1.9106 -0.4150
H 5.1934 0.3206 1.0209
H -2.3525 -3.5754 1.0307
H 3.5050 1.5164 -2.4378
H -3.8254 -0.1407 0.8966
H 3.6637 -0.9578 -0.7587
H -2.8973 0.8428 2.9329
```

C14H23AlIN3O8P2 as an isolated structure, computed with the ωB97M-V functional and the def2-TZVPD basis.

Results
- energy relative to the best compared isomer or geometry (same formula, charge and spin) (eV) = 2.313
- total charge = +2
- DFT total energy (eV) = -68990.045
- gap between HOMO and LUMO (alpha / beta) (eV) = 3.0 / 3.0
- LUMO level (alpha / beta) (eV) = -9.2 / -9.1
- 2S+1 = 1
- highest occupied orbital energy (alpha / beta) (eV) = -12.162 / -12.144

The geometry in XYZ format:
```
52
C14H23AlIN3O8P2 | the OMol25 dataset | the ωB97M-V functional and the def2-TZVPD basis
I 1.6709 1.9448 -3.7523
P 1.4216 3.8613 -2.1278
P 0.2420 -2.6026 -1.6439
Al -1.0212 -0.8226 -0.5294
O -1.4694 -4.5976 3.4905
O -1.0037 -1.2072 6.9954
O -1.5993 -1.7878 0.8372
O -2.3399 -4.0712 1.5273
O 0.0493 0.5000 0.4304
O -0.8078 0.8960 6.3319
O -3.1856 1.5728 -0.3145
O -0.8624 2.1747 1.6564
N -1.8269 -3.7673 2.6247
N -0.9708 -0.3297 6.1088
N -0.8638 0.9470 1.3664
C 1.7213 5.3480 -3.0661
C -1.0701 0.3367 3.7337
C -1.3881 -1.3792 2.0520
C 0.9923 -2.9401 -3.2833
C -1.1359 -0.6860 4.7197
C -2.3946 0.7362 -0.2102
C 2.4697 3.8717 -0.6665
C -1.0765 -0.0215 2.3920
C 1.6184 -2.8173 -0.4712
C -1.5581 -2.3767 3.0309
C -1.3966 -2.0247 4.3670
C -0.2954 3.8213 -1.6217
C 0.4966 0.5906 -2.8437
C -0.6913 -4.1624 -1.3365
H 3.4471 3.4261 -0.8916
H 1.4708 6.1792 -2.3949
H 1.2332 -3.1250 0.5043
H -0.2127 -5.0123 -1.8708
H -1.0854 1.3882 3.9709
H -1.7093 -4.0177 -1.7354
H 1.0436 -4.0193 -3.4987
H 2.6146 4.9188 -0.3564
H 1.0881 5.3959 -3.9583
H -0.3706 3.2172 -0.7122
H -0.7769 -4.3632 -0.2533
H -0.1638 1.2372 -2.1261
H 2.0056 -2.5201 -3.3426
H 2.7781 5.4083 -3.3498
H 2.3632 -3.5468 -0.8107
H 0.3641 -2.4563 -4.0429
H -0.1321 0.0315 -3.6060
H -1.5391 -2.8072 5.1064
H 1.9771 3.3160 0.1427
H -0.5879 4.8594 -1.4213
H -0.9410 3.4289 -2.4079
H 1.3086 -0.1028 -2.3758
H 2.1000 -1.8434 -0.3670
```

C14H23AsF6N5O5S4Se2W as an isolated structure, computed with the ωB97M-V functional and the def2-TZVPD basis.

Results
- energy relative to the best compared isomer or geometry (same formula, charge and spin) (eV) = 3.666
- total charge = +1
- DFT total energy (eV) = -285563.545
- gap between HOMO and LUMO (alpha / beta) (eV) = 2.1 / 1.8
- LUMO level (alpha / beta) (eV) = -7.8 / -8.1
- 2S+1 = 3
- highest occupied orbital energy (alpha / beta) (eV) = -9.970 / -9.969
- ⟨S²⟩ = 2.2583

The geometry in XYZ format:
```
61
C14H23AsF6N5O5S4Se2W | the OMol25 dataset | the ωB97M-V functional and the def2-TZVPD basis
W 2.0213 -0.0932 1.1050
Se -0.1815 0.1100 2.3959
Se 2.5496 -2.3451 1.8962
As 1.5678 2.5484 1.7544
S 4.2750 0.4451 0.3264
S 1.5333 0.6298 -1.0452
S -5.6326 0.9800 -1.5387
S -3.7765 2.9148 -2.4974
F -4.1720 4.7038 -4.2507
F -4.9990 5.2918 -2.2840
F -6.1174 3.9161 -3.5058
F -6.9629 -0.5827 -0.1013
F -6.5749 1.2602 1.1025
F -4.9276 -0.2164 0.6775
O -2.8144 3.5139 -1.6133
O -3.4529 2.1636 -3.6704
O 0.4504 -7.2998 -2.8434
O -5.0877 -0.3045 -2.0040
O -6.8024 1.4074 -2.2355
N 5.6458 -1.5837 -2.8474
N 2.0738 -2.7773 -3.1856
N 1.1983 -5.4532 -4.1036
N 0.6154 -5.2842 -1.8503
N -4.6454 2.2101 -1.2724
C 0.7613 -6.0927 -2.9821
C 4.5027 -2.4104 1.8187
C 1.6390 -1.7694 4.2840
C 1.7713 3.4970 0.0284
C 0.2667 -1.7255 4.1715
C 3.1192 -0.2120 -0.7450
C 4.7254 -1.2168 -2.2109
C -4.8526 4.3029 -3.1938
C 2.5379 -1.9562 -2.4913
C -0.1170 3.5024 2.0283
C -6.0740 0.3969 0.1748
C -1.2351 -0.8705 1.1710
C 3.4151 -1.1565 -1.7402
C 2.5850 3.9002 2.8686
H 2.6072 3.1368 -0.5488
H 1.3216 -6.0781 -4.9018
H 0.8683 -5.7922 -0.9915
H -0.2579 -2.5829 3.7611
H 1.4812 -4.4844 -4.0549
H -2.2747 -0.5261 1.1618
H 4.9578 -2.2140 2.8208
H 4.7896 -3.4165 1.5173
H 4.8630 -1.7570 1.0363
H -1.1073 -1.9475 1.4659
H 2.2402 -0.8490 4.2550
H 0.8080 3.2059 -0.4451
H -0.5799 3.2384 2.9795
H 2.1464 -2.6287 4.7213
H -0.7925 -0.7571 0.1670
H 2.0744 4.0122 3.8325
H 1.2157 -4.4698 -1.8377
H -0.0856 4.6027 1.9226
H 3.6295 3.5660 2.9206
H -0.7779 3.0927 1.2251
H 2.5540 4.8370 2.3212
H -0.3257 -1.1046 4.8355
H 1.8164 4.5718 0.2454
```

C14H23B3HgN4O4 as an isolated structure, computed with the ωB97M-V functional and the def2-TZVPD basis.

Results
- total charge = +2
- DFT total energy (eV) = -35215.991
- gap between HOMO and LUMO (eV) = 1.2
- LUMO level (eV) = -11.7
- 2S+1 = 1
- highest occupied orbital energy (eV) = -12.900

The geometry in XYZ format:
```
49
C14H23B3HgN4O4 | the OMol25 dataset | the ωB97M-V functional and the def2-TZVPD basis
Hg -2.8288 4.5181 -0.1839
O 0.1864 0.4250 1.6890
O -5.3729 2.7091 0.1926
O -0.2025 1.4690 -0.6969
O -2.1015 0.3441 0.6199
N -5.9724 0.3786 0.6189
N 7.8842 -1.4815 -1.8368
N 8.0131 -2.3336 0.4888
N 6.7693 -0.1149 0.1565
C -4.4576 -1.7198 1.6439
C 3.2410 1.6262 -0.2333
C -3.9252 -3.2655 1.3196
C -2.7887 2.1023 -1.3405
C -4.1467 1.1271 -1.3956
C 4.5406 1.0297 0.6327
C 5.2648 -0.2563 -0.1483
C 7.5399 -1.3263 -0.3499
C -5.8574 -1.8414 -0.9071
C -4.3713 -4.0657 -0.0577
C -5.3438 -3.3938 -1.2392
C -5.4205 -1.0231 0.4832
C -5.1773 1.4063 -0.1535
C 2.0300 2.1326 0.7599
B 0.6013 1.3077 0.5436
B -1.2869 0.6930 1.8084
B -1.6497 1.2864 -0.4296
H 2.4298 1.9797 1.8741
H -2.3021 2.2349 -2.4223
H -3.0200 3.1784 -0.9386
H 7.8025 -0.5617 -2.3329
H 5.3565 1.8817 0.7101
H -3.7379 0.0337 -1.4737
H 7.7165 -2.0792 1.4692
H -3.9961 -5.1535 -0.2704
H -3.2094 -3.7370 2.1453
H 2.8779 0.8552 -1.0692
H -1.7952 1.1878 2.7511
H -5.9203 0.6388 1.6494
H 4.2467 0.7147 1.7275
H -6.5288 -1.3272 -1.7180
H 3.6525 2.5850 -0.7790
H 1.8440 3.3080 0.6678
H 6.8296 -0.0292 1.2024
H 5.0327 -0.2729 -1.2971
H 7.2366 -2.2051 -2.2532
H 4.8547 -1.2256 0.3850
H -4.1589 -1.1130 2.6102
H -5.6395 -3.9785 -2.2240
H -4.7394 1.3517 -2.3982
```

Question: 2S+1 of number 3 (C14H23AsF6N5O5S4Se2W)?
Answer: 3

Question: DFT total energy of number 3 (C14H23AsF6N5O5S4Se2W)?
Answer: -285563.545 eV

Question: The lowest DFT total energy belongs to which entry?
Answer: C14H23AsF6N5O5S4Se2W